Entry 1:
{
  "formula": "C22H26FN3OS",
  "method": "ωB97M-V/def2-TZVPD",
  "charge": 0,
  "spin_multiplicity": 1,
  "gap_ev": 8.5,
  "total_energy_ha": -1591.5334,
  "e_above_lowest_ev": 0.0000,
  "smiles": "CC(C)N(C(=O)CSc1nc2ccccc2n1Cc1ccc(F)cc1)C(C)C",
  "e_homo_ha": -0.2957,
  "e_lumo_ev": 0.47,
  "species": ["C", "C", "C", "N", "C", "O", "C", "S", "C", "N", "C", "C", "C", "C", "C", "C", "N", "C", "C", "C", "C", "C", "F", "C", "C", "C", "C", "C", "H", "H", "H", "H", "H", "H", "H", "H", "H", "H", "H", "H", "H", "H", "H", "H", "H", "H", "H", "H", "H", "H", "H", "H", "H", "H"],
  "positions_angstrom": [[-2.783999, 5.225489, -0.221496], [-2.284130, 3.842873, 0.204843], [-2.407132, 3.636306, 1.716290], [-2.956279, 2.784332, -0.536377], [-2.335776, 1.936272, -1.385492], [-2.913718, 1.041397, -1.972740], [-0.841623, 2.119330, -1.634033], [0.151664, 1.673354, -0.169558], [1.161849, 0.439548, -0.870120], [1.187285, 0.137501, -2.135579], [2.111282, -0.871837, -2.245030], [2.539516, -1.578685, -3.360907], [3.495304, -2.554620, -3.166711], [4.017573, -2.831371, -1.902795], [3.605102, -2.139197, -0.780412], [2.649040, -1.156859, -0.968806], [2.025226, -0.286676, -0.101113], [2.206012, -0.226916, 1.324663], [1.750902, -1.505865, 1.984211], [2.577781, -2.184085, 2.868983], [2.164241, -3.365855, 3.457374], [0.913147, -3.861647, 3.140920], [0.505001, -5.015223, 3.707201], [0.068807, -3.207602, 2.261740], [0.496092, -2.025509, 1.687519], [-4.404234, 2.639045, -0.335866], [-5.169598, 2.859192, -1.640351], [-4.746242, 1.286996, 0.288847], [-2.177242, 5.992719, 0.252282], [-3.819532, 5.385323, 0.066390], [-2.703834, 5.337788, -1.300377], [-1.220059, 3.792510, -0.028249], [-3.432318, 3.742508, 2.059977], [-1.797203, 4.374137, 2.230584], [-2.046541, 2.646170, 1.983354], [-0.535248, 1.413876, -2.408252], [-0.584343, 3.135899, -1.931041], [2.131539, -1.364732, -4.335289], [3.850247, -3.123922, -4.012944], [4.761370, -3.607337, -1.799951], [4.004759, -2.360065, 0.197548], [1.620605, 0.620875, 1.697201], [3.263343, -0.043804, 1.546087], [3.554488, -1.786873, 3.104456], [2.796964, -3.902732, 4.146116], [-0.900424, -3.623155, 2.037155], [-0.151335, -1.503343, 0.998780], [-4.697753, 3.423506, 0.365558], [-4.930641, 2.075118, -2.351659], [-6.238262, 2.841849, -1.442557], [-4.910538, 3.821469, -2.076414], [-5.809887, 1.245555, 0.509010], [-4.191301, 1.143709, 1.213259], [-4.497788, 0.485384, -0.399328]],
  "forces_ev_per_angstrom": [[0.2, -0.2, 0.0], [0.0, 0.3, 0.2], [0.1, 0.0, -0.3], [-0.1, 0.1, 0.1], [0.5, 0.0, -0.1], [-0.1, -0.3, -0.2], [0.2, -0.1, 0.1], [-0.3, 0.3, 0.2], [0.0, 0.1, -0.5], [-0.3, 0.3, 0.0], [0.4, -0.3, 0.6], [0.0, 0.1, 0.1], [0.0, -0.1, -0.2], [0.1, -0.1, 0.0], [0.0, 0.0, 0.2], [0.0, -0.2, -0.7], [-0.1, 0.2, -0.2], [0.0, 0.0, 0.3], [0.1, 0.0, 0.1], [-0.2, 0.1, -0.1], [-0.2, -0.2, 0.1], [0.1, 0.1, 0.0], [0.0, 0.1, -0.1], [0.0, -0.1, 0.1], [0.1, 0.0, 0.1], [-0.3, -0.3, -0.2], [0.1, 0.0, 0.2], [0.0, 0.2, 0.0], [0.0, 0.1, 0.1], [-0.1, 0.0, 0.0], [0.0, 0.0, -0.1], [-0.1, 0.0, 0.0], [-0.1, 0.0, 0.0], [0.0, 0.1, 0.1], [0.0, -0.1, 0.1], [-0.2, 0.2, 0.0], [0.0, 0.0, 0.0], [-0.1, 0.0, -0.1], [0.0, 0.0, -0.1], [0.1, -0.1, 0.0], [0.1, -0.1, 0.1], [0.2, -0.1, 0.0], [-0.1, 0.1, 0.0], [0.1, 0.0, 0.0], [0.0, -0.1, 0.1], [-0.1, -0.1, 0.0], [-0.1, 0.1, -0.1], [0.1, -0.1, -0.1], [0.0, 0.0, 0.0], [-0.1, 0.0, 0.0], [0.0, 0.1, -0.1], [-0.1, 0.0, 0.1], [0.0, 0.0, 0.1], [0.0, -0.1, 0.0]],
  "lowdin_charge": [-0.0381, -0.4067, -0.0449, -0.0111, -0.5097, 0.0526, -0.3226, 1.0151, -0.6055, 0.1177, -0.2197, -0.0145, -0.0992, -0.0959, -0.0123, -0.1588, -0.0322, -0.1030, -0.2144, -0.0408, -0.0028, -0.2746, 0.0595, 0.0081, -0.0119, -0.3725, -0.0394, -0.0379, 0.0811, 0.0769, 0.0825, 0.0837, 0.0772, 0.0826, 0.0721, 0.0707, 0.0879, 0.1101, 0.0980, 0.0987, 0.1044, 0.1000, 0.1354, 0.1148, 0.1183, 0.1209, 0.1191, 0.1206, 0.0742, 0.0801, 0.0759, 0.0802, 0.0757, 0.0745]
}

---

Entry 2:
{
  "formula": "C22H26IrN5O2",
  "method": "ωB97M-V/def2-TZVPD",
  "charge": 2,
  "spin_multiplicity": 1,
  "gap_ev": 5.3,
  "total_energy_ha": -1381.9328,
  "e_above_lowest_ev": 0.2613,
  "e_homo_ha": -0.4811,
  "e_lumo_ev": -7.80,
  "species": ["Ir", "C", "C", "C", "C", "C", "C", "N", "N", "C", "C", "C", "C", "C", "N", "H", "H", "H", "H", "H", "H", "H", "H", "H", "C", "N", "C", "C", "C", "C", "C", "C", "C", "C", "H", "H", "H", "H", "H", "H", "H", "H", "H", "H", "H", "H", "N", "C", "C", "O", "O", "H", "H", "H", "H", "H"],
  "positions_angstrom": [[-0.156113, 0.123367, -1.816647], [5.280166, -0.333892, -0.990294], [4.770559, -1.425190, -0.290904], [3.430789, -1.743759, -0.375554], [2.599213, -0.941634, -1.160488], [3.103230, 0.148275, -1.866862], [4.450546, 0.447604, -1.783606], [1.215701, -1.226394, -1.281339], [0.852851, -2.397460, -0.991689], [-0.515464, -2.581670, -1.145337], [-1.120603, -3.804244, -0.928768], [-2.489100, -3.903567, -1.120061], [-3.207406, -2.783979, -1.525369], [-2.548913, -1.588028, -1.724368], [-1.223871, -1.493347, -1.529567], [6.333268, -0.097656, -0.919891], [5.425893, -2.027956, 0.322141], [3.022771, -2.583065, 0.167924], [2.469971, 0.730881, -2.526677], [4.855835, 1.278859, -2.342997], [-0.511280, -4.642529, -0.622658], [-2.992261, -4.847790, -0.962928], [-4.273510, -2.832482, -1.693707], [-3.047908, -0.688375, -2.053921], [1.022428, -1.703213, 2.441979], [-0.223552, -1.085623, 2.801537], [-0.885129, -1.541285, 4.000879], [-0.979134, -0.485835, 1.748825], [-0.327521, 0.790990, 1.237970], [-0.015451, 1.776630, 2.184474], [0.633953, 2.948983, 1.849199], [1.020166, 3.180440, 0.533171], [0.717960, 2.227340, -0.426307], [0.052052, 1.052157, -0.067411], [1.683872, -1.757249, 3.307639], [1.535852, -1.098306, 1.688478], [0.911189, -2.725621, 2.041613], [-0.169448, -1.571633, 4.823511], [-1.332768, -2.541312, 3.911116], [-1.674222, -0.843175, 4.282344], [-1.972663, -0.242393, 2.133432], [-1.149553, -1.165154, 0.904113], [-0.271214, 1.578013, 3.218032], [0.861734, 3.679826, 2.613363], [1.551637, 4.081523, 0.257995], [1.010547, 2.424703, -1.461901], [-3.407960, 4.068813, -1.100769], [-2.560983, 2.838020, -0.983201], [-2.151372, 2.493312, -2.431584], [-2.555310, 3.230264, -3.306244], [-1.425151, 1.449405, -2.628465], [-3.028532, 4.863829, -0.587738], [-4.371726, 3.928034, -0.800970], [-3.394655, 4.273591, -2.132377], [-3.137489, 2.040017, -0.522008], [-1.691918, 3.048956, -0.367132]],
  "forces_ev_per_angstrom": [[0.1, -0.1, 0.4], [0.0, 0.0, 0.0], [0.0, 0.0, 0.0], [-0.1, 0.0, 0.0], [0.0, 0.0, 0.0], [0.0, 0.0, 0.0], [0.0, 0.0, 0.0], [-0.1, -0.2, 0.1], [0.1, 0.0, -0.1], [0.0, 0.2, 0.0], [0.1, 0.0, 0.0], [0.0, 0.1, 0.0], [0.0, -0.1, 0.0], [0.1, 0.0, 0.0], [-0.2, 0.1, -0.2], [0.0, 0.0, 0.0], [0.0, 0.0, 0.0], [0.0, 0.0, 0.0], [0.0, 0.0, 0.0], [0.0, 0.0, 0.0], [0.0, 0.0, 0.0], [0.0, 0.0, 0.0], [0.0, 0.0, 0.0], [0.0, 0.0, 0.0], [0.0, -0.1, -0.1], [0.3, 0.6, 0.3], [-0.1, -0.2, -0.1], [-0.2, -0.2, -0.1], [0.2, 0.0, -0.1], [0.0, 0.0, 0.0], [0.0, 0.0, 0.0], [0.0, 0.0, -0.1], [0.0, -0.1, 0.0], [0.0, 0.1, 0.0], [0.0, 0.0, 0.0], [0.0, 0.0, 0.0], [0.0, 0.0, 0.0], [0.0, 0.0, 0.0], [0.0, 0.0, 0.0], [0.0, 0.0, 0.0], [0.0, 0.0, 0.0], [0.0, -0.1, -0.1], [0.0, 0.0, 0.0], [0.0, 0.0, 0.0], [0.0, 0.0, 0.0], [0.0, 0.0, -0.1], [0.0, 0.1, 0.0], [-0.1, 0.1, -0.1], [0.1, -0.1, 0.1], [0.0, 0.1, 0.0], [-0.2, 0.0, -0.1], [0.0, 0.0, 0.0], [0.0, 0.0, 0.0], [0.0, -0.1, 0.0], [0.0, 0.0, 0.0], [0.0, 0.0, 0.0]],
  "lowdin_charge": [1.3829, -0.0227, -0.0297, -0.0029, -0.2430, -0.0317, -0.0382, -0.1061, 0.1470, -0.2939, 0.0542, 0.0134, 0.0036, -0.0577, -0.0705, 0.1246, 0.1239, 0.1137, 0.0949, 0.1222, 0.1405, 0.1356, 0.1312, 0.1249, -0.0767, -0.2829, -0.0695, -0.1627, -0.1975, -0.0057, -0.0463, -0.0624, -0.1543, -0.2417, 0.0978, 0.0679, 0.0856, 0.0916, 0.0881, 0.0865, 0.1321, 0.0931, 0.1313, 0.1202, 0.1206, 0.1081, 0.1992, -0.0296, -0.5846, 0.1058, -0.1862, 0.1773, 0.1764, 0.1520, 0.1407, 0.1101]
}